{
  "formula": "C14H20BBaBr10O8",
  "method": "ωB97M-V with the def2-TZVPD basis set",
  "e_above_lowest_kj_mol": 9.2,
  "homo_ev": -11.03,
  "charge": 1,
  "max_force_ev_per_a": 2.20,
  "symbols": ["Ba", "O", "C", "O", "B", "O", "C", "O", "O", "C", "O", "C", "O", "O", "Br", "C", "C", "Br", "H", "H", "H", "H", "Br", "C", "C", "Br", "H", "H", "H", "H", "Br", "C", "C", "Br", "H", "H", "H", "H", "Br", "C", "C", "Br", "H", "H", "H", "H", "Br", "C", "C", "Br", "H", "H", "H", "H"],
  "coordinates": [[2.019245, 5.394178, -2.056920], [0.376167, 4.309259, -0.212390], [0.356754, 3.078660, -0.297758], [-0.282332, 2.279339, 0.457306], [0.066018, 0.858242, 0.109690], [0.935986, 1.001363, -1.098171], [1.162839, 2.240330, -1.314391], [1.911263, 2.697122, -2.170117], [-1.127962, 0.079611, -0.265055], [-1.323606, -0.857873, 0.657117], [-2.125989, -1.720450, 0.618775], [-0.232874, -0.702967, 1.723507], [0.644155, 0.199948, 1.251781], [-0.164804, -1.235381, 2.776042], [4.640740, -1.038846, 5.743595], [2.717488, -1.275974, 5.481824], [2.074182, 0.088338, 5.230922], [2.659783, 0.871683, 3.537531], [2.213094, -1.818630, 6.275051], [2.611994, -1.857982, 4.567266], [2.319152, 0.723616, 6.079910], [0.993334, 0.002380, 5.156279], [-2.746668, -3.713891, 3.099470], [-3.380401, -1.948690, 3.764350], [-4.884749, -1.910023, 3.698558], [-5.503824, -0.300441, 4.663566], [-2.878913, -1.122933, 3.268837], [-3.029139, -1.892513, 4.793983], [-5.362724, -2.810098, 4.059846], [-5.196691, -1.641379, 2.694159], [3.662181, -0.701881, -2.285189], [2.957824, -2.445548, -1.729306], [1.987754, -2.286334, -0.603213], [0.986018, -3.946222, -0.326613], [3.762046, -3.136666, -1.494796], [2.457193, -2.819819, -2.619824], [1.216011, -1.559062, -0.817652], [2.512400, -2.049510, 0.319630], [-2.372618, 3.017775, -3.204903], [-3.351589, 2.191966, -1.724994], [-3.982317, 0.901048, -2.125072], [-5.002838, 0.239552, -0.579277], [-4.072991, 2.926437, -1.356874], [-2.735489, 2.154234, -0.826156], [-3.258255, 0.126527, -2.388666], [-4.544582, 0.943504, -3.058659], [4.552213, 0.043700, -6.617000], [2.849049, 1.027438, -6.585705], [2.256078, 1.074260, -5.213249], [0.573372, 2.128576, -5.400793], [2.215230, 0.480317, -7.275927], [3.063733, 2.009339, -6.995817], [2.826177, 1.631825, -4.482868], [1.981874, 0.072563, -4.901656]],
  "forces_ev_per_a": [[-0.6733, -1.1301, 0.3039], [0.7606, 0.1082, -1.0047], [-0.2228, 0.0182, 0.5361], [0.0310, 0.6140, -0.1533], [-1.2853, -1.7535, 0.3095], [0.3248, 0.5477, 0.1264], [0.0138, -0.7791, -0.0634], [0.1103, 1.3651, 0.0650], [0.6376, 1.2213, -0.3195], [0.3002, -0.5425, 0.1600], [-0.7465, -0.2932, -0.0481], [0.0169, 0.3066, 0.0002], [0.2518, 0.6498, -0.7464], [0.0508, -0.3369, 0.4042], [-0.4156, -0.3161, 0.2905], [-0.1886, 0.5419, -1.4429], [0.0946, -0.5210, 0.6235], [0.0908, 0.0442, 0.6196], [0.3798, 0.1677, 0.3932], [0.1290, -0.1657, 0.1340], [0.0507, 0.4355, -0.3815], [0.0026, -0.1204, -0.1189], [-0.2663, 0.7765, 0.2212], [0.4065, -0.6097, 0.8294], [0.2961, 1.0551, -0.6947], [0.0662, -0.3981, 0.1413], [-0.1413, -0.2744, -0.5424], [-0.1182, -0.2778, 0.0130], [-0.1247, 0.1231, 0.2246], [-0.1196, -0.5667, -0.1110], [0.1941, -0.2306, 0.2311], [-0.3831, -0.3984, -0.7746], [-0.1417, -0.1142, 0.4047], [0.2928, 0.1570, 0.0055], [0.2229, 0.3136, 0.0770], [0.0126, 0.0305, 0.0344], [0.1316, 0.1736, -0.0720], [-0.2319, 0.0324, 0.0792], [0.1438, -0.1049, 0.3066], [-0.4555, 1.0426, 1.1522], [0.4474, -1.0260, -0.3974], [0.1846, 0.2642, -0.7112], [-0.3438, -0.0295, -0.8066], [0.6156, -0.6548, -0.4966], [0.2560, 0.1110, 0.6369], [-0.7208, 0.4517, 0.5203], [-0.2930, 0.2128, 0.2557], [0.5461, -0.1213, -0.5549], [-0.5099, 0.2088, -0.4787], [0.3118, -0.1734, 0.2258], [-0.0972, 0.0796, 0.0368], [-0.0061, 0.0020, 0.0486], [0.1702, -0.2870, 0.0960], [-0.0582, 0.1705, 0.4126]]
}